Record 1
A 9-piece molecular cluster, C18H54O18 overall at a distorted geometry, computed with ωB97M-V/def2-TZVPD.

Geometry (Å):
C1 0.311 0.594 0.750
C2 1.197 0.540 -0.497
O1 1.377 -0.828 -0.972
O2 0.618 -0.207 1.898
H1 -0.631 0.212 0.356
H2 0.196 1.659 0.951
H3 2.112 1.032 -0.168
H4 0.844 1.175 -1.309
H5 1.083 -1.309 -0.195
H6 -0.164 -0.283 2.450
C3 -2.372 0.083 5.736
C4 -2.420 -0.804 4.482
O3 -2.034 -0.020 3.369
O4 -1.192 -0.043 6.425
H7 -3.118 -0.364 6.393
H8 -2.630 1.141 5.682
H9 -3.428 -1.189 4.329
H10 -1.807 -1.705 4.520
H11 -2.295 0.899 3.462
H12 -0.665 0.649 6.020
C5 2.107 4.102 0.907
C6 1.334 5.113 0.005
O5 2.177 5.355 -1.138
O6 3.239 4.802 1.533
H13 2.374 3.230 0.310
H14 1.492 3.676 1.700
H15 1.249 6.055 0.547
H16 0.285 4.843 -0.111
H17 1.625 5.908 -1.696
H18 3.888 5.035 0.865
C7 -3.411 1.786 0.843
C8 -2.867 2.891 1.869
O7 -2.201 2.406 2.979
O8 -4.395 1.071 1.566
H19 -2.696 1.064 0.448
H20 -3.926 2.215 -0.016
H21 -3.710 3.481 2.229
H22 -2.289 3.518 1.190
H23 -1.774 3.226 3.238
H24 -4.081 0.896 2.456
C9 0.355 -2.236 -4.054
C10 0.097 -3.594 -4.800
O9 -0.504 -3.398 -6.049
O10 1.705 -2.315 -3.407
H25 -0.427 -1.938 -3.355
H26 0.446 -1.511 -4.863
H27 -0.651 -4.173 -4.259
H28 1.090 -4.037 -4.886
H29 0.220 -2.942 -6.485
H30 1.629 -1.963 -2.517
C11 1.467 -3.143 4.010
C12 1.813 -4.660 3.991
O11 2.520 -5.129 5.079
O12 2.655 -2.447 3.719
H31 0.885 -2.812 4.870
H32 0.801 -2.870 3.192
H33 2.461 -4.848 3.135
H34 0.919 -5.284 4.008
H35 3.129 -4.404 5.239
H36 2.413 -1.518 3.718
C13 -1.666 -3.254 0.434
C14 -3.125 -3.378 0.942
O13 -3.857 -4.439 0.200
O14 -1.637 -3.360 -0.979
H37 -1.166 -4.172 0.745
H38 -1.267 -2.378 0.945
H39 -3.704 -2.456 0.997
H40 -3.123 -3.844 1.927
H41 -4.785 -4.434 0.448
H42 -2.344 -3.952 -1.244
C15 5.227 0.639 -4.506
C16 4.279 -0.059 -3.423
O15 3.003 0.030 -3.952
O16 5.337 -0.296 -5.592
H43 6.255 0.728 -4.154
H44 4.941 1.678 -4.670
H45 4.359 0.573 -2.539
H46 4.543 -1.091 -3.191
H47 2.502 -0.638 -3.477
H48 4.504 -0.614 -5.946
C17 -1.190 2.504 -3.876
C18 -1.708 3.183 -2.589
O17 -2.644 2.270 -2.002
O18 -0.391 3.468 -4.559
H49 -2.090 2.081 -4.322
H50 -0.440 1.779 -3.558
H51 -2.335 4.070 -2.674
H52 -0.872 3.437 -1.937
H53 -3.472 2.248 -2.487
H54 0.438 2.993 -4.654

## Properties
- calculated total energy (eV) = -56379.0215
- largest force on an atom (eV/A) = 4.51
- total charge = +1
- ΔE to the lowest compared entry with this formula, charge and spin (kJ/mol) = 310.55
- multiplicity = 2
- frontier orbital gap (alpha / beta) (eV) = 8.7 / 2.2
- <S²> = 0.756
- HOMO energy (alpha / beta) (eV) = -11.54 / -11.54

Record 2
A 6-piece molecular cluster, C18H54O24P6 overall at a distorted geometry, computed with ωB97M-V/def2-TZVPD.

Geometry (Å):
C1 2.566 -2.358 0.345
O1 1.318 -1.705 0.531
P1 0.858 -0.330 -0.187
O2 0.831 -0.322 -1.651
O3 -0.588 0.041 0.523
C2 -1.742 -0.782 0.374
O4 1.913 0.775 0.478
C3 2.113 0.857 1.875
H1 2.347 -3.389 0.069
H2 3.164 -2.431 1.254
H3 3.186 -1.914 -0.433
H4 -1.666 -1.505 -0.438
H5 -2.651 -0.191 0.262
H6 -1.907 -1.360 1.284
H7 2.073 1.838 2.347
H8 3.035 0.399 2.233
H9 1.287 0.309 2.328
C4 6.632 2.437 0.272
O5 7.480 1.451 0.764
P2 7.204 0.599 2.141
O6 6.010 1.030 2.928
O7 7.145 -0.967 1.685
C5 5.912 -1.382 1.087
O8 8.598 0.653 2.931
C6 9.789 0.407 2.194
H10 5.680 2.462 0.801
H11 6.371 2.259 -0.772
H12 7.104 3.418 0.338
H13 5.040 -0.753 1.269
H14 5.727 -2.379 1.486
H15 5.900 -1.534 0.008
H16 10.418 1.297 2.157
H17 9.639 0.235 1.128
H18 10.274 -0.462 2.638
C7 -0.737 3.052 1.848
O9 -1.469 4.187 1.281
P3 -2.918 3.862 0.609
O10 -3.957 3.481 1.560
O11 -3.178 5.198 -0.302
C8 -3.443 6.431 0.316
O12 -2.524 2.775 -0.561
C9 -1.394 2.897 -1.427
H19 -0.407 3.382 2.833
H20 0.163 2.830 1.275
H21 -1.332 2.143 1.934
H22 -2.886 7.222 -0.187
H23 -3.362 6.484 1.402
H24 -4.512 6.580 0.165
H25 -1.748 3.245 -2.397
H26 -1.047 1.883 -1.625
H27 -0.583 3.512 -1.037
C10 -1.698 -0.702 7.133
O13 -1.553 -1.527 5.950
P4 -1.849 -0.930 4.453
O14 -0.966 0.141 4.005
O15 -1.850 -2.236 3.439
C11 -0.663 -2.910 3.094
O16 -3.431 -0.424 4.541
C12 -3.888 0.302 3.511
H28 -2.141 0.277 6.952
H29 -0.737 -0.670 7.645
H30 -2.376 -1.191 7.834
H31 -0.163 -2.352 2.303
H32 -0.953 -3.925 2.822
H33 0.002 -2.964 3.956
H34 -4.974 0.239 3.433
H35 -3.570 -0.002 2.514
H36 -3.540 1.334 3.563
C13 0.970 0.550 -4.739
O17 0.651 1.338 -5.939
P5 -0.873 1.831 -6.062
O18 -1.494 2.206 -4.782
O19 -0.853 2.942 -7.252
C14 -0.168 2.621 -8.460
O20 -1.490 0.553 -6.817
C15 -2.675 0.632 -7.580
H37 0.293 0.581 -3.886
H38 1.917 0.911 -4.337
H39 1.200 -0.455 -5.091
H40 0.098 1.580 -8.645
H41 0.719 3.247 -8.556
H42 -0.795 2.926 -9.298
H43 -3.300 -0.260 -7.611
H44 -2.429 0.892 -8.610
H45 -3.324 1.427 -7.212
C16 -0.816 -4.702 0.182
O21 -2.047 -4.023 0.304
P6 -3.261 -4.223 -0.778
O22 -2.821 -4.270 -2.216
O23 -4.071 -5.468 -0.209
C17 -4.594 -5.316 1.110
O24 -4.243 -2.954 -0.406
C18 -5.364 -2.666 -1.155
H46 -0.690 -5.360 -0.678
H47 -0.671 -5.331 1.060
H48 -0.029 -3.968 0.010
H49 -4.273 -6.101 1.794
H50 -5.683 -5.351 1.146
H51 -4.316 -4.405 1.639
H52 -5.246 -1.677 -1.599
H53 -6.177 -2.666 -0.429
H54 -5.523 -3.364 -1.978

## Properties
- calculated total energy (eV) = -124426.4177
- largest force on an atom (eV/A) = 5.45
- total charge = 0
- ΔE to the lowest compared entry with this formula, charge and spin (kJ/mol) = 191.60
- SMILES = COP(=O)(OC)OC.COP(=O)(OC)OC.COP(=O)(OC)OC.COP(=O)(OC)OC.COP(=O)(OC)OC.COP(=O)(OC)OC
- frontier orbital gap (eV) = 10.6
- HOMO energy (eV) = -10.16

Record 3
A 9-piece molecular cluster, C18H54O9 overall at a distorted geometry, computed with ωB97M-V/def2-TZVPD.

Geometry (Å):
C1 -14.558 2.970 -17.109
C2 -14.159 1.828 -18.016
O1 -12.870 1.902 -18.383
H1 -13.987 2.880 -16.185
H2 -15.628 2.990 -16.899
H3 -14.283 3.939 -17.526
H4 -14.816 1.804 -18.886
H5 -14.272 0.875 -17.500
H6 -12.663 1.199 -19.004
C3 -8.379 4.985 -17.521
C4 -9.707 5.736 -17.746
O2 -10.317 5.831 -16.488
H7 -7.670 5.032 -18.347
H8 -8.563 3.956 -17.211
H9 -7.720 5.394 -16.755
H10 -10.302 5.142 -18.440
H11 -9.538 6.749 -18.113
H12 -10.720 4.966 -16.379
C5 -16.127 4.588 -19.803
C6 -16.540 4.856 -21.258
O3 -15.509 5.577 -21.935
H13 -15.782 5.454 -19.239
H14 -15.241 3.956 -19.736
H15 -16.923 4.045 -19.295
H16 -17.435 5.478 -21.223
H17 -16.778 3.880 -21.681
H18 -15.838 5.837 -22.799
C7 -12.778 7.820 -23.652
C8 -13.624 8.732 -24.469
O4 -13.812 8.158 -25.734
H19 -11.892 7.428 -24.151
H20 -13.348 6.988 -23.240
H21 -12.417 8.394 -22.798
H22 -13.072 9.642 -24.701
H23 -14.570 8.985 -23.989
H24 -14.353 8.780 -26.225
C9 -12.194 5.040 -20.512
C10 -12.831 6.139 -19.640
O5 -13.684 6.897 -20.469
H25 -11.649 5.393 -21.388
H26 -12.938 4.313 -20.840
H27 -11.538 4.355 -19.976
H28 -12.089 6.798 -19.190
H29 -13.371 5.716 -18.793
H30 -14.442 6.393 -20.773
C11 -10.702 4.660 -23.969
C12 -11.593 4.740 -25.222
O6 -11.605 3.526 -25.944
H31 -10.733 5.603 -23.424
H32 -9.639 4.556 -24.183
H33 -11.015 3.888 -23.266
H34 -11.308 5.556 -25.887
H35 -12.608 4.991 -24.912
H36 -11.792 3.783 -26.850
C13 -11.472 9.694 -20.085
C14 -11.646 9.821 -18.561
O7 -11.479 11.169 -18.159
H37 -11.195 8.696 -20.424
H38 -10.618 10.316 -20.352
H39 -12.368 10.004 -20.623
H40 -10.854 9.188 -18.161
H41 -12.630 9.397 -18.359
H42 -10.951 11.123 -17.359
C15 -13.236 6.039 -15.411
C16 -13.639 5.519 -14.036
O8 -14.787 6.257 -13.597
H43 -14.101 6.115 -16.071
H44 -12.550 5.337 -15.884
H45 -12.780 7.025 -15.323
H46 -12.914 5.737 -13.251
H47 -13.867 4.456 -14.115
H48 -15.103 5.821 -12.803
C17 -14.483 1.788 -22.424
C18 -14.050 2.663 -23.596
O9 -13.076 1.919 -24.335
H49 -13.627 1.500 -21.814
H50 -14.837 0.832 -22.811
H51 -15.238 2.295 -21.823
H52 -13.643 3.632 -23.305
H53 -14.876 2.935 -24.254
H54 -12.668 2.426 -25.041

## Properties
- calculated total energy (eV) = -37965.8858
- largest force on an atom (eV/A) = 3.48
- total charge = 0
- ΔE to the lowest compared entry with this formula, charge and spin (kJ/mol) = 383.97
- SMILES = CCO.CCO.CCO.CCO.CCO.CCO.CCO.CCO.CCO
- frontier orbital gap (eV) = 10.1
- HOMO energy (eV) = -9.68

Question: largest force on an atom of number 1 (C18H54O18)?
Answer: 4.51 eV/A